# 1
# C39H35ClFeN2Si2

A molecular structure, C39H35ClFeN2Si2 (wB97M-V/def2-TZVPD, the OMol25 dataset).

Structure (XYZ):
```
80
Properties=species:S:1:pos:R:3:forces:R:3
C 4.21388 0.75546 1.78986 0.542 -0.836 -0.082
C 3.87021 -0.57143 2.19889 0.491 -0.252 -0.641
C 4.06403 -1.46944 1.09744 -0.304 0.665 0.240
H 3.61197 -0.86812 3.20177 -0.102 -0.026 -0.023
C 4.54131 -0.67989 -0.00576 0.043 0.468 0.424
C 4.65222 0.67982 0.44158 0.145 -0.953 0.221
H 5.09682 1.49142 -0.12304 -0.277 -0.119 0.000
H 4.22949 1.63970 2.44626 -0.130 -0.538 -0.540
H 3.93570 -2.55729 1.11328 0.084 0.574 -0.002
H 4.93695 -1.08384 -0.93743 -0.342 0.214 0.194
Fe 2.26366 -0.13597 0.50818 1.600 0.837 1.363
Si 0.19606 -1.30217 -1.13885 -2.897 -2.761 -2.214
C -1.45499 -2.02656 -0.47118 -0.356 0.125 0.854
C -2.65100 -1.68740 -1.11957 -0.446 -0.376 -0.534
H -2.68098 -0.84815 -1.83245 0.098 -0.427 0.225
C -3.81837 -2.45506 -0.97671 0.235 0.460 0.053
H -4.72663 -2.18374 -1.53677 0.529 -0.142 0.288
C -3.82968 -3.54130 -0.10085 0.165 0.109 0.151
H -4.74919 -4.12662 0.02956 0.533 0.163 -0.084
C -2.68454 -3.81403 0.65489 -0.066 0.251 -0.065
H -2.71572 -4.64416 1.36541 0.147 0.343 -0.143
C -1.52207 -3.03070 0.50214 -0.264 -0.469 -0.183
H -0.65469 -3.23807 1.13624 -0.178 -0.102 -0.281
C -0.17418 -2.19367 -2.86107 0.634 0.234 0.119
C -0.01181 -3.58654 -2.94868 -0.454 -0.087 0.058
H 0.54069 -4.09905 -2.15338 -0.379 -0.046 -0.267
C -0.60994 -4.31996 -3.98776 0.367 0.279 -0.061
H -0.60367 -5.40418 -3.97279 0.229 0.061 0.055
C -1.18778 -3.67129 -5.08548 0.236 0.523 0.435
H -1.56572 -4.22804 -5.94579 0.084 0.134 0.376
C -1.23713 -2.27510 -5.06643 0.055 0.088 0.375
H -1.62347 -1.72175 -5.92245 -0.040 -0.169 0.233
C -0.80253 -1.55638 -3.93509 -0.076 -0.031 -0.471
H -0.96549 -0.47531 -3.92525 0.099 -0.379 -0.035
H 1.27824 -2.01805 -0.43636 0.461 0.136 0.757
Si -2.94120 1.80389 -0.24003 2.248 -0.868 1.431
C -1.33187 1.32091 -1.18305 0.276 1.226 -0.771
C -0.16879 0.62180 -0.65514 -0.184 0.878 0.772
H 0.00760 0.73987 0.42214 -0.340 -0.351 -0.414
C 1.00252 0.37028 -1.52958 0.329 -0.447 -0.725
H 2.08390 0.28261 -1.19746 -0.873 0.309 -0.720
C 0.98532 0.95296 -2.84327 -0.197 1.463 -0.729
H 1.89149 0.79849 -3.45031 -0.685 0.189 0.069
C 0.00277 1.85760 -3.17997 1.577 -0.425 -0.498
H 0.16097 2.53135 -4.03155 -0.263 -0.609 0.113
C -1.17117 1.99391 -2.38966 -0.765 -0.200 1.036
H -1.93576 2.72728 -2.69096 0.310 -0.547 -0.067
C -3.11937 0.63878 1.18866 -0.120 0.307 0.556
C -1.98286 0.51633 2.00317 0.082 -0.416 0.041
H -1.13537 1.20697 1.90325 -0.416 -0.374 -0.110
C -1.90820 -0.50497 2.94686 0.108 0.509 0.132
H -0.95898 -0.70023 3.45055 -0.548 0.071 0.017
C -3.04966 -1.22382 3.27177 -0.087 0.039 -0.188
H -2.99648 -1.96019 4.06141 -0.106 -0.084 0.002
C -4.24614 -0.98709 2.59820 0.013 -0.043 -0.132
H -5.14686 -1.52322 2.91185 0.299 0.211 -0.266
C -4.26283 -0.10677 1.51017 0.025 -0.071 0.041
H -5.17584 0.00735 0.91214 0.378 -0.082 0.269
H -4.06594 1.84161 -1.06354 -1.231 0.196 -1.151
Cl -2.48717 3.66107 0.54428 -0.073 0.197 -0.089
C 0.99991 0.97196 4.62275 -0.148 0.104 -0.111
C 0.77053 2.35598 4.58008 0.089 -0.587 -0.605
C 0.83499 2.99564 3.33434 0.354 -0.328 0.126
C 1.28183 2.28097 2.21489 -0.431 -1.227 0.957
N 1.40992 0.91074 2.24706 -0.525 1.049 0.891
C 1.22990 0.28855 3.43456 0.120 0.299 -0.690
C 1.74123 2.94792 0.99221 0.664 0.164 -1.604
C 1.83261 4.34306 0.83940 0.196 -0.555 0.256
C 2.57460 4.86472 -0.22308 -0.121 -0.312 -0.070
C 3.01481 3.99121 -1.22423 -0.198 -0.148 0.231
C 2.74665 2.63685 -1.07788 -0.146 0.330 0.181
N 2.21320 2.11481 0.03064 -0.334 1.050 0.513
H 0.96848 0.38208 5.54058 -0.069 0.408 -0.182
H 0.56657 2.90826 5.49369 -0.094 -0.061 -0.240
H 0.60331 4.05219 3.21980 0.180 -0.247 0.265
H 1.31476 -0.80823 3.40396 -0.006 0.651 0.112
H 1.36992 4.96049 1.60564 0.372 0.150 -0.318
H 2.81746 5.92518 -0.26616 -0.282 -0.207 -0.063
H 3.54319 4.29485 -2.12633 -0.139 0.248 0.345
H 2.95440 1.96283 -1.91422 0.290 0.187 0.592
```
Positions in Å, forces in eV/Å.

**Multiplicity**: 6
**LUMO energy (spin up / spin down)**: -3.54 / -3.69 eV
**HOMO (spin up / spin down)**: -9.2 / -10.7 eV
**⟨S²⟩**: 8.78
**Kohn-Sham gap (spin up / spin down)**: 5.6947 / 6.9964 eV
**Total charge**: +1



# 2
# C39H35IN4O4PPtS2

A molecular structure, C39H35IN4O4PPtS2 (wB97M-V/def2-TZVPD, the OMol25 dataset).

Structure (XYZ):
```
87
Properties=species:S:1:pos:R:3:forces:R:3
Pt 0.39047 0.30082 -0.32422 0.129 0.956 -0.125
O -2.18356 1.84779 1.02473 -0.094 -0.057 0.115
C -3.27644 1.09258 0.55809 0.051 -0.014 -0.038
C -2.84587 -0.09144 -0.35993 -0.097 -0.207 0.157
O -3.71558 -0.87924 -0.70732 0.044 0.048 -0.061
O -1.61748 -0.20199 -0.72474 0.081 0.437 -0.052
C -4.10267 2.01756 -0.32971 -0.012 0.001 0.002
C -5.35618 1.62619 -0.79480 0.003 0.001 -0.003
C -6.08852 2.46101 -1.62346 0.009 -0.005 0.003
C -5.57684 3.69545 -2.00617 -0.003 0.014 -0.002
C -4.32609 4.08427 -1.55322 0.009 -0.038 0.018
C -3.59124 3.24946 -0.71840 -0.019 0.029 0.001
C -4.04476 0.55775 1.76363 0.014 0.035 0.021
C -3.65954 -0.64074 2.35618 -0.012 -0.002 0.006
C -4.23745 -1.06031 3.54416 0.002 0.006 -0.010
C -5.21406 -0.28715 4.15546 0.001 -0.004 -0.009
C -5.60092 0.91066 3.57377 0.005 -0.003 -0.008
C -5.01450 1.33250 2.38866 -0.010 -0.015 0.003
H -1.72373 1.36902 1.73414 0.035 -0.053 -0.007
H -5.74180 0.65654 -0.50994 -0.004 0.002 0.000
H -7.06337 2.14544 -1.97534 0.002 0.000 0.001
H -6.15056 4.34701 -2.65432 -0.001 -0.003 0.000
H -3.91438 5.04236 -1.84894 -0.001 0.005 -0.005
H -2.61475 3.54496 -0.36130 -0.023 0.015 0.017
H -2.89328 -1.24804 1.88930 0.001 -0.002 0.002
H -3.91527 -1.98872 3.99904 0.000 0.003 0.000
H -5.66025 -0.61046 5.08766 0.005 0.003 -0.001
H -6.35268 1.52810 4.05007 0.002 0.001 0.002
H -5.30737 2.27768 1.94903 0.001 0.003 0.001
S 3.35754 3.74162 0.43708 0.037 0.011 -0.040
P 1.59936 4.06999 -0.36836 0.024 -0.173 -0.179
S 0.10635 2.66172 -0.41290 -0.413 -0.428 0.033
C 1.76152 4.71990 -2.07113 0.119 0.042 0.033
C 1.08093 4.17991 -3.15359 -0.033 0.017 0.009
C 1.24439 4.72618 -4.42169 0.004 0.005 0.008
C 2.07907 5.81639 -4.60838 -0.005 -0.007 -0.004
C 2.75755 6.36354 -3.52502 0.003 -0.002 0.010
C 2.60309 5.81557 -2.26310 0.014 -0.012 -0.046
C 0.70030 5.41851 0.46545 0.025 0.011 -0.007
C 1.24313 6.03034 1.58594 -0.034 -0.008 0.013
C 0.54458 7.04533 2.22866 0.009 -0.008 -0.001
C -0.69169 7.44894 1.75136 -0.006 0.002 -0.009
C -1.23421 6.84146 0.62480 -0.007 -0.010 0.002
C -0.54131 5.83074 -0.01785 0.019 0.016 0.009
H 0.41571 3.33926 -2.99830 0.017 -0.003 0.008
H 0.71105 4.29790 -5.26093 0.001 0.002 -0.006
H 2.20211 6.24318 -5.59606 0.000 -0.001 -0.001
H 3.41006 7.21604 -3.66610 0.000 0.001 -0.004
H 3.14351 6.22746 -1.41883 0.001 -0.005 0.000
H 2.20467 5.69705 1.95498 0.002 -0.002 0.000
H 0.96586 7.51147 3.11028 0.000 0.001 -0.002
H -1.24023 8.23161 2.26022 0.001 0.003 -0.004
H -2.20480 7.14609 0.25461 -0.001 0.005 0.004
H -0.97295 5.35006 -0.88721 0.009 -0.005 -0.032
O -0.27852 0.38210 2.53857 -0.011 -0.112 0.032
N 0.44051 -0.40331 3.20837 0.006 0.077 -0.011
C 0.26222 -0.44940 4.52180 -0.054 0.002 0.099
C 1.09431 -1.34766 5.25298 -0.024 0.053 -0.008
N 1.76906 -2.07387 5.84172 -0.004 -0.017 -0.001
C -0.71380 0.34313 5.20515 0.032 -0.048 -0.067
N -1.50136 0.97237 5.76129 0.002 0.012 0.030
C 3.16632 1.22293 -2.46900 -0.045 0.070 0.073
C 3.25373 0.25843 -1.26878 0.103 -0.224 0.065
C 4.65062 0.32781 -0.63930 -0.012 0.009 -0.017
C 3.00566 -1.16252 -1.79967 0.007 0.073 -0.019
C 2.21966 0.66701 -0.25776 -0.053 -0.615 0.015
H 3.87809 0.88350 -3.22548 0.000 -0.007 0.012
H 3.42671 2.23970 -2.18202 -0.029 0.068 0.031
H 2.16290 1.21435 -2.89601 0.009 0.024 0.002
H 5.40583 0.03908 -1.37324 0.007 0.007 -0.007
H 4.72939 -0.35755 0.20825 -0.001 0.014 0.000
H 4.86833 1.33784 -0.29273 -0.008 0.016 0.005
H 3.78426 -1.40232 -2.52739 -0.009 -0.002 0.006
H 2.03679 -1.23199 -2.29231 -0.026 -0.013 -0.002
H 3.05248 -1.90594 -1.00327 -0.024 -0.021 0.030
H 2.64002 1.23223 0.57775 -0.139 0.108 -0.047
I 2.22885 -4.45110 2.66425 -0.009 0.025 0.005
C 1.17119 -3.68605 1.04698 0.020 -0.021 0.069
C 0.57877 -4.51384 0.10891 -0.007 -0.023 -0.002
C -0.15232 -3.93523 -0.91411 -0.054 0.042 -0.019
C -0.25213 -2.55803 -0.98522 -0.011 0.018 0.043
N 0.36186 -1.77122 -0.09498 0.442 -0.093 -0.017
C 1.04860 -2.31430 0.91950 -0.101 0.005 -0.065
H 0.67500 -5.58863 0.18524 -0.008 0.001 0.002
H -0.65558 -4.54396 -1.65158 -0.006 0.010 -0.005
H -0.85290 -2.04501 -1.72090 0.028 -0.023 -0.048
H 1.44118 -1.62686 1.65688 0.077 -0.023 -0.005
```
Positions in Å, forces in eV/Å.

**Multiplicity**: 1
**LUMO energy**: 1.27 eV
**HOMO**: -5.7 eV
**Kohn-Sham gap**: 6.9487 eV
**Total charge**: -1